Record 1
Entry from OMol25: a single C7H11N molecule (wB97M-V/def2-TZVPD).

Geometry as ORCA input:
```
! RIJCOSX wB97M-V def2-TZVPD def2/J DEFGRID3
* xyz 0 1
C -1.319 -0.485 -1.004
C -0.972 -0.815 -2.252
N -1.243 -1.956 -3.001
C -0.906 0.841 -0.329
C -0.334 0.448 0.951
C 1.087 0.691 0.932
C 2.086 0.421 1.960
C 2.021 0.860 3.220
H -1.905 -1.173 -0.521
H -0.425 0.067 -2.842
H -1.400 -1.773 -3.973
H -1.918 -2.657 -2.840
H -1.904 1.383 -0.121
H -0.195 1.288 -1.153
H -0.636 0.140 2.044
H 1.420 0.884 -0.085
H 2.858 -0.037 1.438
H 1.159 1.427 3.425
H 2.526 0.448 4.152
*
```

For the LUMO energy, the calculation gives 1.00 eV. As for the energy above the lowest of the compared OMol25 structures with the same formula, charge and spin: 4.433 eV. For the frontier orbital gap, the calculation gives 0.32743 Eh. The HOMO energy comes out at -7.905 eV.


Record 2
Entry from OMol25: 2 unconnected molecules or ions with the total composition C3H7N2O2 (wB97M-V/def2-TZVPD).

Geometry as ORCA input:
```
! RIJCOSX wB97M-V def2-TZVPD def2/J DEFGRID3
* xyz -1 1
N 0.283 -1.726 -2.169
C 0.221 -1.013 -0.956
O -0.156 -1.682 0.039
O 0.535 0.203 -1.007
H -0.125 -2.641 -2.182
H 0.381 -1.227 -3.031
C 0.861 1.578 1.553
C -1.358 0.881 1.231
N -0.565 1.851 1.384
H 1.207 0.982 0.686
H 1.045 1.009 2.478
H 1.385 2.530 1.615
H -2.363 1.142 0.889
H -1.122 -0.142 1.509
*
```

For the LUMO energy, the calculation gives 4.42 eV. As for the energy above the lowest of the compared OMol25 structures with the same formula, charge and spin: 0.928 eV. For the frontier orbital gap, the calculation gives 0.31623 Eh. The HOMO energy comes out at -4.189 eV.


Record 3
Entry from OMol25: a single C6H4Cl2N2 molecule (wB97M-V/def2-TZVPD).

Geometry as ORCA input:
```
! RIJCOSX wB97M-V def2-TZVPD def2/J DEFGRID3
* xyz 0 1
C -0.750 -0.663 0.343
C 0.529 -1.013 1.012
C 1.667 -0.491 0.549
C 1.682 0.486 -0.549
C 0.523 1.014 -1.006
C -0.739 0.664 -0.355
H 0.472 -1.799 1.755
H 2.638 -0.787 0.966
H 2.609 0.818 -0.958
H 0.516 1.763 -1.758
N -1.608 -1.611 0.329
N -1.607 1.615 -0.329
Cl -2.967 -1.424 -0.691
Cl -2.965 1.428 0.691
*
```

For the LUMO energy, the calculation gives -1.14 eV. As for the energy above the lowest of the compared OMol25 structures with the same formula, charge and spin: 2.119 eV. For the frontier orbital gap, the calculation gives 0.29575 Eh. The HOMO energy comes out at -9.189 eV.